# C36H48N4O8PS2Sm

A structure of composition C36H48N4O8PS2Sm (wB97M-V/def2-TZVPD, OMol25).

Last column: Mulliken spin population.
Element x y z (Å)
Sm  -0.992  0.926  -0.790  5.021
C  2.306  5.533  -1.748  0.000
C  1.455  4.297  -1.771  0.000
N  1.382  3.500  -2.760  0.004
O  2.168  3.898  -3.818  0.001
C  0.639  3.976  -0.554  0.018
C  0.613  4.940  0.587  -0.002
N  0.000  2.872  -0.510  -0.014
O  -0.714  2.522  0.578  -0.018
H  3.024  5.507  -2.559  0.000
H  2.838  5.617  -0.801  0.000
H  1.685  6.425  -1.865  0.000
H  2.140  3.129  -4.395  0.000
H  1.573  4.929  1.113  0.001
H  -0.169  4.654  1.281  0.001
H  0.438  5.958  0.236  0.000
C  0.073  1.921  5.501  0.000
C  1.374  1.729  4.696  0.000
C  1.088  1.258  3.262  0.002
C  -0.103  0.285  3.258  -0.007
C  -1.385  1.079  3.626  0.001
C  -1.083  2.262  4.564  0.000
P  -0.308  -0.478  1.592  0.018
C  -1.777  -1.607  1.722  -0.008
C  -1.910  -2.481  2.979  0.000
C  -3.355  -3.002  3.128  0.000
C  -3.997  -3.220  1.757  0.000
C  -4.174  -1.875  1.022  0.000
C  -3.099  -0.865  1.455  0.006
C  1.089  -1.682  1.366  -0.007
C  1.572  -2.475  2.611  -0.001
C  3.010  -2.117  2.988  0.000
C  3.975  -2.438  1.836  0.000
C  3.398  -2.024  0.460  0.000
C  2.265  -1.016  0.630  0.000
H  0.205  2.701  6.252  0.000
H  -0.173  1.002  6.042  0.000
H  2.006  0.990  5.197  0.000
H  1.939  2.664  4.665  0.000
H  1.985  0.799  2.848  0.001
H  0.835  2.100  2.614  -0.001
H  0.081  -0.491  4.004  0.001
H  -2.101  0.409  4.108  0.000
H  -1.847  1.467  2.717  0.001
H  -1.979  2.518  5.131  0.000
H  -0.818  3.144  3.973  0.000
H  -1.627  -2.260  0.863  0.000
H  -1.632  -1.927  3.881  0.000
H  -1.221  -3.326  2.897  0.000
H  -3.956  -2.276  3.684  0.000
H  -3.357  -3.926  3.710  0.000
H  -4.963  -3.715  1.866  0.000
H  -3.364  -3.889  1.167  0.000
H  -5.161  -1.461  1.236  0.000
H  -4.113  -2.023  -0.058  0.000
H  -3.418  -0.345  2.357  0.001
H  -2.985  -0.100  0.688  0.001
H  0.657  -2.393  0.657  0.000
H  1.535  -3.546  2.387  0.000
H  0.912  -2.318  3.466  0.000
H  3.309  -2.666  3.883  0.000
H  3.067  -1.054  3.240  0.000
H  4.183  -3.510  1.838  0.000
H  4.926  -1.931  2.015  0.000
H  2.999  -2.903  -0.060  0.000
H  4.179  -1.606  -0.177  0.000
H  1.944  -0.643  -0.341  0.007
H  2.640  -0.147  1.176  0.001
O  -2.021  -2.130  -3.622  0.000
S  -2.998  -1.077  -3.661  0.000
O  -4.316  -1.417  -4.101  0.000
N  -3.098  -0.292  -2.203  -0.001
C  -2.838  0.984  -2.348  0.010
O  -2.865  1.808  -1.378  -0.011
C  -2.316  1.374  -3.689  -0.001
C  -1.740  2.578  -4.037  -0.007
C  -1.172  2.675  -5.304  0.000
C  -1.184  1.593  -6.175  0.001
C  -1.760  0.378  -5.812  0.000
C  -2.325  0.302  -4.561  0.000
H  -1.728  3.402  -3.339  -0.001
H  -0.699  3.601  -5.605  0.000
H  -0.710  1.684  -7.144  0.000
H  -1.754  -0.475  -6.479  0.000
O  1.594  0.620  -4.620  0.000
S  1.708  0.011  -3.324  0.001
O  2.757  0.491  -2.465  0.001
N  0.283  0.055  -2.501  0.013
C  -0.007  -1.171  -2.021  -0.018
O  -0.802  -1.325  -1.071  -0.010
C  0.808  -2.265  -2.606  0.001
C  0.663  -3.626  -2.416  -0.001
C  1.564  -4.462  -3.059  0.000
C  2.582  -3.941  -3.860  0.000
C  2.723  -2.572  -4.043  0.000
C  1.809  -1.756  -3.406  -0.002
H  -0.149  -4.004  -1.806  0.000
H  1.476  -5.536  -2.946  0.000
H  3.271  -4.619  -4.347  0.000
H  3.518  -2.158  -4.651  0.000

Forces on the atoms, in the same order (eV/Å):
Sm 0.1 -0.8 1.6
C 0.0 0.0 0.1
C -0.2 0.1 0.3
N -0.2 -0.1 0.3
O 0.1 0.0 -0.2
C 0.1 0.1 -0.2
C 0.0 0.1 0.0
N 1.0 1.5 0.1
O 0.4 1.3 0.8
H 0.0 0.0 0.0
H 0.0 0.0 0.0
H 0.0 0.0 0.0
H 0.0 -0.3 -0.2
H 0.0 0.0 0.0
H 0.0 0.0 0.1
H 0.0 0.0 0.0
C 0.0 0.0 -0.1
C -0.1 0.0 0.0
C 0.0 -0.1 0.2
C 0.0 0.4 -0.2
C 0.2 0.0 0.1
C 0.1 -0.1 0.0
P 0.2 -0.8 1.0
C 0.0 0.3 0.1
C -0.1 0.0 0.0
C 0.1 0.0 -0.1
C 0.0 0.1 0.1
C 0.1 0.0 0.1
C 0.0 -0.4 0.1
C 0.1 0.1 0.1
C 0.1 0.1 0.0
C 0.0 0.0 -0.2
C -0.1 0.1 0.0
C 0.0 0.0 0.1
C 0.1 -0.2 0.1
H 0.0 0.0 0.0
H 0.0 0.0 0.0
H 0.0 0.0 0.0
H 0.0 0.0 0.0
H 0.0 0.0 0.0
H 0.0 0.0 0.0
H 0.0 0.0 0.0
H 0.0 0.0 0.0
H -0.1 0.0 0.0
H 0.0 0.0 0.0
H 0.0 0.0 0.0
H 0.0 -0.1 -0.1
H 0.0 0.0 -0.1
H 0.0 0.0 0.0
H 0.0 0.0 0.0
H 0.0 0.0 0.0
H 0.0 0.0 0.0
H 0.0 0.0 0.0
H 0.0 0.0 0.0
H 0.0 0.0 0.0
H 0.0 0.1 0.1
H -0.2 0.1 -0.1
H 0.0 0.0 0.0
H 0.0 0.0 0.0
H 0.0 0.0 0.0
H 0.0 0.0 0.0
H 0.0 0.0 0.0
H 0.0 0.0 0.0
H 0.0 0.0 0.0
H 0.0 0.0 0.0
H 0.0 0.0 0.0
H 0.0 0.0 -0.1
H 0.0 0.0 0.0
O 0.1 0.1 0.2
S 0.0 -0.1 -0.3
O -0.1 0.1 0.0
N -0.1 0.0 0.0
C -1.9 0.1 -1.5
O -1.0 0.5 -0.5
C -0.1 0.2 0.0
C -0.1 0.0 -0.2
C 0.0 0.0 0.0
C 0.0 0.0 0.0
C -0.1 -0.1 0.0
C 0.0 0.0 0.2
H 0.0 0.1 0.0
H 0.0 0.0 0.0
H 0.0 0.0 0.0
H 0.0 0.1 0.0
O -0.1 -0.1 0.0
S 0.3 0.5 -0.2
O 0.0 -0.1 0.0
N 1.0 -0.7 -0.7
C 0.6 -0.6 -0.1
O 0.2 -1.3 -0.5
C -0.1 0.0 0.0
C 0.0 0.0 0.0
C 0.0 0.0 0.0
C -0.1 -0.1 0.1
C 0.1 0.1 0.0
C -0.2 0.0 0.1
H 0.1 0.0 0.0
H 0.0 0.1 0.0
H 0.0 0.0 0.0
H -0.1 0.0 0.0

Its HOMO energy (spin up / spin down) is -8.5753 / -8.6126 eV. The calculated total energy is -4017.2634 hartree. The spin multiplicity is 6. The calculation puts the energy above the lowest of the compared OMol25 structures with the same formula, charge and spin at 61.8 kJ/mol.

# C36H48N4P2PrS3

A structure of composition C36H48N4P2PrS3 (wB97M-V/def2-TZVPD, OMol25).

Last column: Mulliken spin population.
Element x y z (Å)
Pr  0.029  -0.649  -0.657  2.032
S  0.184  1.938  0.506  -0.007
P  1.379  0.715  1.665  0.006
C  1.978  -0.645  0.846  -0.011
P  3.056  -0.449  -0.453  0.000
S  2.130  -0.022  -2.262  -0.009
C  3.926  -2.017  -0.715  0.000
C  3.544  -3.165  -0.032  0.000
C  4.171  -4.377  -0.296  0.000
C  5.189  -4.441  -1.237  0.000
C  5.586  -3.288  -1.907  0.000
C  4.955  -2.084  -1.650  0.000
C  4.335  0.802  -0.200  -0.001
C  5.206  0.627  0.876  0.000
C  6.168  1.581  1.152  0.000
C  6.271  2.713  0.351  0.000
C  5.413  2.888  -0.722  0.000
C  4.441  1.934  -0.997  0.000
C  2.610  1.742  2.502  -0.001
C  2.915  3.029  2.084  0.000
C  3.884  3.763  2.757  0.000
C  4.532  3.219  3.854  0.000
C  4.224  1.930  4.275  0.000
C  3.270  1.191  3.599  0.000
C  0.280  0.107  2.980  -0.003
C  -0.506  1.009  3.701  0.002
C  -1.437  0.549  4.612  0.000
C  -1.602  -0.821  4.815  0.000
C  -0.812  -1.719  4.119  -0.001
C  0.133  -1.255  3.207  0.002
H  2.773  -3.098  0.728  0.000
H  3.882  -5.268  0.246  0.000
H  5.681  -5.381  -1.443  0.000
H  6.390  -3.330  -2.630  0.000
H  5.266  -1.192  -2.182  0.000
H  5.128  -0.251  1.507  0.000
H  6.837  1.444  1.991  0.000
H  7.026  3.458  0.568  0.000
H  5.496  3.766  -1.348  0.000
H  3.767  2.070  -1.832  0.000
H  2.405  3.456  1.230  0.000
H  4.130  4.763  2.426  0.000
H  5.277  3.797  4.383  0.000
H  4.729  1.505  5.133  0.000
H  3.041  0.183  3.928  0.000
H  -0.400  2.074  3.533  0.000
H  -2.039  1.253  5.172  0.000
H  -2.335  -1.177  5.526  0.000
H  -0.915  -2.782  4.296  0.000
H  0.778  -1.940  2.666  -0.001
N  -1.300  -2.741  0.459  -0.001
C  -1.596  -3.736  -0.591  0.000
C  -0.307  -4.143  -1.274  0.001
N  0.299  -2.984  -1.954  0.000
H  -0.741  -3.163  1.197  0.001
H  -2.152  -2.420  0.909  0.001
H  -2.264  -3.259  -1.314  -0.001
H  -2.116  -4.615  -0.202  0.000
H  -0.485  -4.975  -1.959  0.000
H  0.409  -4.499  -0.528  -0.001
H  -0.137  -2.839  -2.863  0.000
H  1.286  -3.141  -2.146  0.000
C  -5.514  2.360  -4.958  0.000
C  -5.903  0.968  -5.441  0.000
C  -6.248  -0.048  -4.355  0.000
C  -5.076  -0.574  -3.539  0.000
N  -4.578  0.465  -2.635  0.000
C  -3.342  0.589  -2.169  -0.002
S  -2.111  -0.515  -2.657  -0.007
N  -3.080  1.584  -1.313  0.000
C  -4.036  2.417  -0.583  0.000
C  -3.654  2.538  0.886  0.000
C  -3.960  1.320  1.751  0.000
C  -3.223  0.038  1.388  -0.002
H  -5.459  3.054  -5.795  0.000
H  -4.539  2.381  -4.469  0.000
H  -6.252  2.761  -4.258  0.000
H  -5.105  0.560  -6.069  0.000
H  -6.772  1.056  -6.097  0.000
H  -6.722  -0.916  -4.818  0.000
H  -7.007  0.364  -3.678  0.000
H  -4.255  -0.883  -4.186  0.000
H  -5.376  -1.443  -2.951  0.000
H  -5.233  1.198  -2.409  0.000
H  -2.109  1.698  -1.050  0.000
H  -5.031  1.972  -0.661  0.000
H  -4.083  3.403  -1.052  0.000
H  -4.192  3.400  1.289  0.000
H  -2.591  2.792  0.962  0.000
H  -5.039  1.130  1.746  0.000
H  -3.710  1.580  2.782  0.000
H  -3.547  -0.384  0.432  -0.002
H  -3.381  -0.719  2.159  0.000
H  -2.142  0.223  1.343  0.005

Forces on the atoms, in the same order (eV/Å):
Pr 0.0 -0.1 0.0
S -0.1 0.0 0.1
P 0.3 0.0 0.1
C -0.5 0.0 -0.2
P 0.2 0.1 0.0
S 0.3 -0.3 0.1
C 0.0 0.0 0.0
C -0.1 -0.1 0.1
C 0.1 0.0 -0.1
C 0.0 0.1 0.0
C 0.0 -0.1 0.0
C 0.0 0.0 -0.1
C 0.1 0.0 0.0
C 0.0 0.0 0.1
C 0.0 0.0 -0.1
C 0.0 0.0 0.0
C 0.0 0.0 0.0
C 0.0 0.0 0.0
C -0.1 0.1 0.1
C 0.1 0.1 0.0
C 0.0 0.0 0.0
C 0.0 0.0 0.0
C 0.0 0.1 0.0
C 0.0 0.0 0.0
C -0.1 0.1 0.0
C 0.0 0.0 0.0
C 0.0 -0.1 0.1
C 0.0 0.1 0.0
C 0.0 0.0 0.0
C 0.0 -0.1 0.0
H 0.0 0.0 0.0
H 0.0 0.0 0.0
H 0.0 0.0 0.0
H 0.0 0.0 0.0
H 0.0 0.0 0.0
H 0.0 0.0 0.0
H 0.0 0.0 0.0
H 0.0 0.0 0.0
H 0.0 0.0 0.0
H 0.0 0.0 0.0
H 0.0 0.0 0.0
H 0.0 0.0 0.0
H 0.0 0.0 0.0
H 0.0 0.0 0.0
H 0.0 0.0 0.0
H 0.0 0.0 0.0
H 0.0 0.0 0.0
H 0.0 0.0 0.0
H 0.0 0.0 0.0
H 0.0 0.0 0.0
N 0.1 0.1 0.0
C -0.1 0.0 0.0
C 0.2 -0.1 -0.1
N 0.0 0.0 0.0
H 0.0 0.0 0.0
H 0.0 0.0 0.0
H 0.0 0.0 0.0
H 0.1 0.0 0.0
H -0.1 0.0 0.0
H 0.0 0.0 0.0
H 0.0 0.0 0.0
H 0.0 0.0 0.1
C 0.0 0.1 0.1
C 0.0 -0.1 -0.1
C -0.1 -0.1 0.0
C 0.1 0.1 0.0
N -0.1 0.1 0.0
C 0.1 0.0 0.1
S -0.3 0.2 0.0
N 0.2 -0.2 0.0
C -0.1 0.0 -0.2
C 0.1 0.2 0.0
C -0.2 0.0 0.1
C 0.2 -0.2 0.0
H 0.0 0.0 0.0
H 0.0 0.0 0.0
H 0.0 0.0 0.0
H 0.0 0.0 0.0
H 0.0 0.0 0.0
H 0.0 0.0 0.0
H 0.0 0.0 0.0
H 0.0 0.0 0.0
H 0.0 0.0 0.0
H 0.0 0.0 0.0
H -0.1 0.0 0.0
H 0.0 0.0 0.0
H 0.0 0.0 0.0
H 0.0 0.0 0.0
H 0.0 0.0 0.0
H 0.0 0.0 0.0
H 0.0 0.0 0.0
H 0.0 0.0 0.0
H 0.0 0.0 0.0
H -0.1 0.0 0.0

Its HOMO energy (spin up / spin down) is -10.0163 / -10.0006 eV. The calculated total energy is -4013.9015 hartree. The spin multiplicity is 3. Its charge is +1. The calculation puts the energy above the lowest of the compared OMol25 structures with the same formula, charge and spin at 9.9 kJ/mol.

Sequential max |F| output: 2.41 0.52 eV/A